No. 1
The following is a quantum chemistry calculation of 2 unconnected molecules or ions with the total composition C4H4FNO in a non-equilibrium geometry, from the Open Molecules 2025 dataset.

Each line ends with the natural charge from an NBO analysis.
CARTESIAN COORDINATES (ANGSTROEM)
C1 -1.691 -0.806 -0.300  -0.42
N1 -0.439 -0.881 0.209  -0.53
C2 0.566 -1.439 0.403  0.84
O1 1.616 -1.705 0.783  -0.52
H1 -1.491 -1.106 -1.426  0.20
H2 -2.380 -1.622 0.045  0.20
H3 -2.218 0.178 -0.190  0.22
C3 1.628 2.017 0.772  -0.40
C4 1.368 1.516 -0.296  0.42
F1 1.429 1.042 -1.455  -0.26
H4 1.613 2.806 1.453  0.24

Its LUMO energy is 0.0210 Eh. The net charge is 0. The orbital gap is 10.63 eV. The HOMO energy comes out at -10.0596 eV.


No. 2
The following is a quantum chemistry calculation of 4 unconnected molecules or ions with the total composition CH10NO3 in a non-equilibrium geometry, from the Open Molecules 2025 dataset.

Each line ends with the natural charge from an NBO analysis.
CARTESIAN COORDINATES (ANGSTROEM)
C1 1.329 0.011 -0.408  0.17
N1 1.067 -0.446 0.745  -0.60
H1 2.252 -0.199 -0.925  0.22
H2 0.573 0.618 -0.880  0.23
H3 0.048 -0.472 1.007  0.48
H4 1.716 -1.070 1.207  0.42
H5 0.213 -1.755 -2.895  0.49
H6 0.944 -0.698 -3.681  0.49
O1 0.437 -0.814 -2.868  -0.96
H7 -1.594 2.374 1.167  0.48
H8 -0.398 2.750 1.976  0.49
O2 -0.801 1.971 1.552  -0.97
H9 -2.048 0.017 1.312  0.50
H10 -2.154 -1.475 1.554  0.51
O3 -1.584 -0.812 1.137  -0.96

Its LUMO energy is -0.1526 Eh. The net charge is +1. The orbital gap is 11.33 eV. The HOMO energy comes out at -15.4830 eV.


No. 3
The following is a quantum chemistry calculation of 4 unconnected molecules or ions with the total composition C2H12O3S2 in a non-equilibrium geometry, from the Open Molecules 2025 dataset.

Each line ends with the natural charge from an NBO analysis.
CARTESIAN COORDINATES (ANGSTROEM)
C1 1.643 -1.942 1.329  -0.63
C2 1.619 -3.441 1.028  -0.54
S1 1.772 -3.808 -0.754  0.10
S2 0.089 -2.957 -1.542  -0.14
H1 1.030 -1.582 2.163  0.22
H2 1.222 -1.321 0.532  0.21
H3 2.673 -1.654 1.533  0.21
H4 0.662 -3.886 1.302  0.22
H5 2.387 -3.944 1.619  0.23
H6 0.296 -1.670 -1.214  0.12
O1 -0.370 2.236 -1.321  -0.93
H7 -0.999 1.739 -0.785  0.47
H8 -0.777 2.216 -2.198  0.46
O2 -1.422 5.888 -2.074  -0.93
H9 -0.591 6.314 -2.308  0.47
H10 -1.259 4.975 -2.386  0.46
O3 -2.425 0.799 1.994  -0.93
H11 -2.343 1.622 1.498  0.46
H12 -3.207 0.413 1.584  0.47

Its LUMO energy is -0.0003 Eh. The net charge is 0. The orbital gap is 8.69 eV. The HOMO energy comes out at -8.6994 eV.


No. 4
The following is a quantum chemistry calculation of 3 unconnected molecules or ions with the total composition C4H17N2O2 in a non-equilibrium geometry, from the Open Molecules 2025 dataset.

Each line ends with the natural charge from an NBO analysis.
CARTESIAN COORDINATES (ANGSTROEM)
N1 -0.360 -1.773 -0.703  -0.69
C1 0.821 -0.905 -0.477  -0.23
C2 0.344 0.472 -0.006  -0.25
N2 -0.713 0.950 -0.900  -0.48
C3 -0.481 2.305 -1.377  -0.41
C4 -2.025 0.892 -0.260  -0.43
H1 -0.841 -1.887 0.175  0.46
H2 -0.064 -2.719 -0.938  0.44
H3 -1.020 -1.357 -1.359  0.45
H4 1.396 -0.761 -1.388  0.23
H5 1.483 -1.382 0.225  0.24
H6 1.206 1.118 0.047  0.24
H7 0.024 0.412 1.041  0.20
H8 -0.528 3.096 -0.613  0.18
H9 -1.256 2.530 -2.113  0.22
H10 0.484 2.400 -1.844  0.21
H11 -2.246 1.751 0.374  0.20
H12 -2.196 -0.008 0.334  0.19
H13 -2.820 0.872 -1.012  0.21
H14 3.651 0.196 2.062  0.50
H15 3.827 0.532 0.504  0.49
O1 3.282 0.127 1.180  -0.98
H16 -1.277 -2.410 2.818  0.51
H17 0.106 -2.112 2.242  0.49
O2 -0.796 -2.337 1.986  -0.97

Its LUMO energy is -0.1064 Eh. The net charge is +1. The orbital gap is 9.68 eV. The HOMO energy comes out at -12.5757 eV.


No. 5
The following is a quantum chemistry calculation of 2 unconnected molecules or ions with the total composition C2H3BrN4 in a non-equilibrium geometry, from the Open Molecules 2025 dataset.

Each line ends with the natural charge from an NBO analysis.
CARTESIAN COORDINATES (ANGSTROEM)
N1 -0.253 1.858 -1.888  -0.67
C1 -0.839 1.201 -1.014  0.65
N2 -1.094 0.287 -0.229  -0.64
Br1 -2.616 -0.602 0.065  0.28
H1 -0.373 2.796 -1.959  0.38
N3 0.645 -2.217 0.648  -0.80
C2 1.010 -1.073 0.964  0.71
N4 1.483 -0.014 1.232  -0.76
H2 -0.330 -2.595 0.639  0.42
H3 2.368 0.358 1.542  0.43

Its LUMO energy is -0.0006 Eh. The net charge is 0. The orbital gap is 9.36 eV. The HOMO energy comes out at -9.3724 eV.


No. 6
The following is a quantum chemistry calculation of 2 unconnected molecules or ions with the total composition C3H11N2O in a non-equilibrium geometry, from the Open Molecules 2025 dataset.

Each line ends with the natural charge from an NBO analysis.
CARTESIAN COORDINATES (ANGSTROEM)
C1 -1.611 -0.557 -1.024  -0.41
N1 -1.641 -0.227 0.407  -0.49
C2 -0.674 -0.559 1.215  0.40
N2 -0.730 -0.374 2.547  -0.72
H1 -1.675 0.427 -1.606  0.23
H2 -2.499 -1.149 -1.258  0.23
H3 -0.679 -1.086 -1.208  0.23
H4 -2.457 0.182 0.768  0.41
H5 0.226 -0.956 0.771  0.26
H6 -1.542 -0.136 3.058  0.42
H7 -0.024 -0.809 3.068  0.42
C3 2.499 0.746 -1.379  -0.26
O1 1.514 0.688 -0.274  -0.78
H8 3.343 0.115 -1.036  0.20
H9 2.017 0.424 -2.297  0.18
H10 2.958 1.763 -1.433  0.19
H11 0.974 1.508 -0.320  0.47

Its LUMO energy is -0.1236 Eh. The net charge is +1. The orbital gap is 10.86 eV. The HOMO energy comes out at -14.2204 eV.


ΔE to the lowest compared entry with this formula, charge and spin readings, ordered: 364.9, 6.3, 98.0, 122.8, 143.8, 135.7 kJ/mol